Entry 1:
DFT (ωB97M-V/def2-TZVPD) results for a 14-piece molecular cluster, C3H36N2O13S overall at a distorted geometry.

Computed properties:
Lowest unoccupied orbital energy: 0.00174 hartree
ΔE to the lowest compared entry with this formula, charge and spin: 209.0 kJ/mol
Largest force on an atom: 2.7 eV/Å
Gap between HOMO and LUMO: 9.0105 eV

Geometry as XYZ:
```
55
Properties=species:S:1:pos:R:3:mulliken_charge:R:1
N 0.59915 0.54475 -1.17899 -0.41
C -0.25486 0.57545 0.06265 1.61
C -0.04435 1.86666 0.89842 -0.81
S 0.06334 3.31503 -0.26107 -0.33
C 0.12715 -0.62453 0.98693 -0.31
N -0.00029 -1.89360 0.22550 -0.31
H 0.17067 -0.06412 -1.88527 0.29
H 1.46718 0.06542 -0.98428 -0.03
H -1.31922 0.55867 -0.23092 -0.45
H 0.87694 1.55689 1.42697 0.34
H -0.79491 2.25979 1.57534 0.25
H 0.94578 2.91877 -1.17181 0.16
H 1.14415 -0.49162 1.46941 -0.65
H -0.55986 -0.69150 1.79795 0.56
H -0.41214 -2.53447 0.89467 0.23
H 0.91980 -2.23284 -0.07645 0.23
H 3.75671 -0.57040 -2.39099 0.29
H 3.51032 -0.92918 -0.93690 0.34
O 3.38399 -0.20312 -1.57702 -0.68
H 4.84805 1.13099 0.26498 0.38
H 3.50732 0.84749 0.69666 0.30
O 4.25251 1.40208 0.98149 -0.71
H -0.23563 2.51226 -4.22378 0.34
H -1.73664 2.66708 -4.03720 0.44
O -1.06198 2.45173 -4.72020 -0.75
H -3.62627 0.62445 -0.93085 0.33
H -3.50955 -1.11484 -1.00881 0.40
O -3.95820 -0.27406 -0.91448 -0.74
H -1.71657 2.59125 -1.54917 0.33
H -1.66148 1.33249 -2.49277 0.45
O -2.14973 2.14238 -2.29934 -0.79
H 2.85096 -0.11456 3.30848 0.37
H 3.99946 0.13574 2.22889 0.45
O 3.57111 -0.53412 2.79895 -0.79
H 3.98069 -2.45926 0.64163 0.31
H 3.06323 -1.54802 1.42197 0.32
O 3.11569 -2.03202 0.56097 -0.71
H -2.46449 -3.80934 1.51794 0.29
H -2.51975 -3.28040 0.11846 0.33
O -2.88398 -3.10295 1.01114 -0.63
H -3.46486 -0.27153 0.96136 0.29
H -2.53372 -1.18387 1.84286 0.33
O -2.77946 -0.26628 1.66660 -0.64
H -2.08327 0.63148 3.20922 0.34
H -1.47994 -0.14777 4.42675 0.30
O -1.49635 0.71463 3.98719 -0.72
H 1.54890 1.62308 4.28332 0.26
H 0.41739 0.75752 3.60760 0.36
O 1.37392 0.92951 3.63768 -0.64
H -1.44436 0.94397 -4.73208 0.36
H -1.10811 -0.53057 -5.11515 0.25
O -1.16759 0.01331 -4.32026 -0.66
H -2.14681 -1.75244 -2.39522 0.29
H -0.96752 -2.14000 -1.44934 0.36
O -1.91252 -2.31545 -1.62961 -0.75
```

Entry 2:
DFT (ωB97M-V/def2-TZVPD) results for C28H28F4N4O2Y as an isolated structure.

Computed properties:
Lowest unoccupied orbital energy: 0.08283 hartree
ΔE to the lowest compared entry with this formula, charge and spin: 37.9 kJ/mol
Largest force on an atom: 0.6 eV/Å
Charge: -1
Gap between HOMO and LUMO: 5.1908 eV

Geometry as XYZ:
```
67
Properties=species:S:1:pos:R:3:mulliken_charge:R:1
Y -0.23888 -0.49766 0.60120 0.39
C -0.87098 3.62989 -2.06441 -1.41
C -0.89810 2.24179 -1.42369 -0.61
N 0.06999 2.01408 -0.33435 1.41
C -0.03722 3.00956 0.73836 -0.79
C -1.42798 3.05538 1.35778 -1.23
C 1.44393 1.94460 -0.84942 -1.13
C 2.46237 1.53102 0.22108 -1.23
N 1.82967 0.61187 1.14152 0.40
C 2.48649 0.16628 2.21677 0.17
C 1.71476 -0.34929 3.29002 0.33
F 0.35156 -0.25241 3.15780 -0.45
C 2.23968 -0.87497 4.44027 0.01
F 1.41349 -1.32362 5.40178 -0.33
C 3.60800 -0.92598 4.64265 -0.63
C 4.39843 -0.40684 3.63332 0.26
F 5.73820 -0.43386 3.78316 -0.33
C 3.88081 0.12084 2.47164 0.27
F 4.75349 0.57130 1.53852 -0.34
H -1.57129 3.64504 -2.90023 0.46
H -1.17726 4.40819 -1.36319 0.27
H 0.11638 3.88790 -2.45184 0.29
H -1.88894 2.00688 -1.03868 0.14
H -0.70173 1.48431 -2.18394 0.40
H 0.67857 2.72800 1.50998 0.42
H 0.25245 4.00588 0.37253 0.45
H -1.76453 2.04890 1.61582 0.10
H -1.40861 3.66539 2.26158 0.48
H -2.16683 3.48080 0.67835 0.27
H 1.44215 1.21151 -1.66273 0.47
H 1.76186 2.90497 -1.27937 0.30
H 3.33038 1.11268 -0.29590 0.49
H 2.81196 2.43043 0.74904 0.55
H 4.03603 -1.34735 5.53844 0.48
C -2.21328 -2.56753 -2.15672 -1.41
C -3.38364 -2.15886 -1.30350 1.39
C -4.57641 -2.85688 -1.38440 -0.60
C -5.67894 -2.53638 -0.60024 -0.75
C -5.56432 -1.46806 0.28293 -0.64
C -4.39408 -0.73872 0.39500 0.99
C -4.29570 0.40670 1.35965 -0.93
C -3.23081 -1.06601 -0.38229 -0.77
N -2.08204 -0.39335 -0.23414 -0.56
H -1.59874 -3.32962 -1.66128 0.08
H -1.56529 -1.71134 -2.35007 0.12
H -2.54967 -2.98783 -3.10749 0.50
H -4.64522 -3.68270 -2.08908 0.35
H -6.60146 -3.09911 -0.67942 0.34
H -6.41414 -1.18976 0.90160 0.29
H -5.26559 0.61374 1.81827 0.39
H -3.93968 1.30987 0.85606 0.02
H -3.57462 0.19020 2.15672 0.11
O 2.01147 -3.07951 -2.00686 -0.72
C 1.38673 -3.36855 -1.01275 0.01
N 0.82112 -2.47757 -0.11634 -0.01
C 0.19118 -3.16901 0.85787 0.93
O -0.44309 -2.59977 1.76421 -0.87
C 0.34776 -4.63257 0.64534 0.43
C -0.10846 -5.72990 1.34351 -0.41
C 0.21227 -6.98742 0.84084 -0.53
C 0.96254 -7.12256 -0.32370 -0.42
C 1.41421 -6.00539 -1.02167 -0.50
C 1.09479 -4.76381 -0.51811 0.12
H -0.69842 -5.61322 2.24315 0.50
H -0.12917 -7.87632 1.35584 0.40
H 1.18954 -8.11555 -0.69100 0.38
H 1.99147 -6.10232 -1.93220 0.46
```

Entry 3:
DFT (ωB97M-V/def2-TZVPD) results for C6H13AlO12S2 as an isolated structure at a distorted geometry.

Computed properties:
Lowest unoccupied orbital energy (alpha / beta): 0.24349 / 0.24346 hartree
Multiplicity: 2
Largest force on an atom: 7.7 eV/Å
Charge: -3
Gap between HOMO and LUMO (alpha / beta): 4.1543 / 4.1393 eV

Geometry as XYZ:
```
34
Properties=species:S:1:pos:R:3:mulliken_charge:R:1
Al 7.97963 14.36719 17.35713 0.78
S 5.87274 12.48772 19.65998 1.24
O 5.28100 11.15599 19.46004 -0.54
O 7.24492 12.16237 19.27257 -0.33
O 5.44891 13.49660 18.71165 -0.65
O 5.69181 12.93845 21.00714 -0.69
S 8.67294 10.98406 16.61589 1.17
O 8.45810 9.93197 17.60739 -0.79
O 7.39991 11.67703 16.65734 -0.73
O 9.63674 11.91454 16.98404 -0.72
O 8.87110 10.42245 15.29781 -0.77
C 10.20220 18.60855 15.34447 -1.25
C 10.17771 17.97716 16.71144 0.45
C 10.25171 19.19910 17.71789 -1.59
O 9.20544 17.01871 16.88940 -0.66
H 10.37175 17.94306 14.49803 0.25
H 11.01388 19.33419 15.29234 0.44
H 9.29863 19.13591 15.03862 0.27
H 11.16753 17.60977 16.98235 0.08
H 11.02418 19.95720 17.58875 0.39
H 10.21800 18.93687 18.77534 0.36
H 9.29428 19.69913 17.57160 0.34
C 10.82870 12.97976 13.31114 -0.59
O 10.27362 14.21454 12.79621 -0.38
C 9.32441 14.83610 13.51380 0.75
O 8.75746 14.32342 14.47575 -0.48
O 9.06856 16.03192 13.01776 -0.32
C 7.90443 16.77241 13.42442 -0.64
H 11.55243 12.62567 12.57702 0.15
H 9.98724 12.28759 13.34163 0.35
H 11.32629 13.10701 14.27255 0.30
H 7.04217 16.16537 13.14851 0.33
H 7.92323 17.75114 12.94499 0.21
H 7.83147 16.88462 14.50617 0.24
```

Number 1: E -44128.979 eV. Number 2: E -51463.165 eV. Number 3: E -59263.770 eV.